No. 1
Formula: C3H9NO
Source: the Open Molecules 2025 dataset
Level of theory: wB97M-V/def2-TZVPD

## Properties
**ΔE to the lowest compared entry with this formula, charge and spin**: 171.3 kJ/mol
**Maximum force**: 5.27 eV Å⁻¹
**E_HOMO (alpha / beta)**: 1.3 / -6.1 eV
**Total charge**: -1
**Multiplicity**: 2
**Gap between HOMO and LUMO (alpha / beta)**: 2.179 / 9.450 eV

Positions of all 14 atoms, in Å:
1 N -0.13 0.94 1.71
2 C -1.03 0.01 0.97
3 C -2.18 0.51 -1.20
4 C -1.77 0.81 0.05
5 H -0.33 1.90 1.35
6 H 0.79 0.69 1.60
7 H -1.75 -0.55 1.68
8 H -0.26 -0.72 0.48
9 H -2.97 0.90 -1.70
10 H -1.69 -0.31 -1.63
11 H -2.33 1.72 0.56
12 H 4.87 -1.79 -0.60
13 H 4.65 -1.95 -2.06
14 O 4.13 -2.16 -1.22


No. 2
Formula: C3H9NO
Source: the Open Molecules 2025 dataset
Level of theory: wB97M-V/def2-TZVPD

## Properties
**ΔE to the lowest compared entry with this formula, charge and spin**: 143.4 kJ/mol
**SMILES string**: CNCCO
**Maximum force**: 3.52 eV Å⁻¹
**E_HOMO**: -8.9 eV
**Total charge**: 0
**Multiplicity**: 1
**Gap between HOMO and LUMO**: 9.972 eV

Positions of all 14 atoms, in Å:
1 C 1.83 -0.39 0.19
2 N 0.65 -0.31 -0.71
3 C -0.27 0.72 -0.40
4 C -1.41 0.16 0.45
5 O -2.22 -0.59 -0.45
6 H 2.34 0.58 0.36
7 H 2.58 -1.04 -0.25
8 H 1.62 -0.86 1.20
9 H 1.00 -0.13 -1.65
10 H 0.20 1.55 0.20
11 H -0.71 1.15 -1.30
12 H -1.98 0.94 0.94
13 H -1.00 -0.46 1.26
14 H -2.63 -1.32 0.15


No. 3
Formula: C3H9NO
Source: the Open Molecules 2025 dataset
Level of theory: wB97M-V/def2-TZVPD

## Properties
**ΔE to the lowest compared entry with this formula, charge and spin**: 377.6 kJ/mol
**SMILES string**: C=CO.CN
**Maximum force**: 3.85 eV Å⁻¹
**E_HOMO**: -8.6 eV
**Total charge**: 0
**Multiplicity**: 1
**Gap between HOMO and LUMO**: 9.332 eV

Positions of all 14 atoms, in Å:
1 C 2.40 0.18 -0.41
2 C 3.41 0.90 0.14
3 O 4.74 0.71 -0.27
4 H 1.49 0.71 -0.80
5 H 2.33 -0.89 -0.56
6 H 3.52 1.62 0.98
7 H 4.79 -0.18 -0.71
8 C -3.00 -0.65 0.70
9 N -3.88 0.09 -0.25
10 H -3.36 -0.77 1.71
11 H -2.00 -0.17 0.87
12 H -2.96 -1.70 0.38
13 H -3.34 0.85 -0.77
14 H -4.13 -0.70 -1.03


No. 4
Formula: C3H9NO
Source: the Open Molecules 2025 dataset
Level of theory: wB97M-V/def2-TZVPD

## Properties
**ΔE to the lowest compared entry with this formula, charge and spin**: 231.6 kJ/mol
**SMILES string**: CNCOC
**Maximum force**: 3.38 eV Å⁻¹
**E_HOMO**: -8.9 eV
**Total charge**: 0
**Multiplicity**: 1
**Gap between HOMO and LUMO**: 10.024 eV

Positions of all 14 atoms, in Å:
1 C 0.84 1.91 -0.74
2 N -0.39 1.25 -0.33
3 C -0.34 0.42 0.76
4 O 0.00 -1.02 -0.11
5 C -0.40 -2.29 0.28
6 H 1.28 2.43 0.11
7 H 1.57 1.18 -1.12
8 H 0.62 2.62 -1.53
9 H -0.77 0.67 -1.09
10 H 0.40 0.69 1.52
11 H -1.32 0.13 1.12
12 H 0.13 -2.63 1.18
13 H -1.48 -2.37 0.46
14 H -0.15 -2.99 -0.53


No. 5
Formula: C3H9NO
Source: the Open Molecules 2025 dataset
Level of theory: wB97M-V/def2-TZVPD

## Properties
**ΔE to the lowest compared entry with this formula, charge and spin**: 299.5 kJ/mol
**SMILES string**: C=NCC.O
**Maximum force**: 4.74 eV Å⁻¹
**E_HOMO**: -9.7 eV
**Total charge**: 0
**Multiplicity**: 1
**Gap between HOMO and LUMO**: 10.410 eV

Positions of all 14 atoms, in Å:
1 C -1.02 1.11 1.31
2 N -0.55 -0.13 1.09
3 C 0.66 -0.46 0.35
4 C 1.91 0.50 0.23
5 H -0.53 2.17 1.31
6 H -1.98 1.07 1.73
7 H 1.17 -1.23 0.91
8 H 0.32 -1.03 -0.56
9 H 2.68 0.07 0.77
10 H 2.28 0.67 -0.84
11 H 1.75 1.40 0.63
12 O -1.10 -1.05 -2.35
13 H -1.22 -0.66 -1.46
14 H -1.12 -0.08 -2.63


No. 6
Formula: C3H9NO
Source: the Open Molecules 2025 dataset
Level of theory: wB97M-V/def2-TZVPD

## Properties
**ΔE to the lowest compared entry with this formula, charge and spin**: 229.7 kJ/mol
**SMILES string**: C/C=C/N.O
**Maximum force**: 4.22 eV Å⁻¹
**E_HOMO**: -7.9 eV
**Total charge**: 0
**Multiplicity**: 1
**Gap between HOMO and LUMO**: 8.519 eV

Positions of all 14 atoms, in Å:
1 C 0.98 -1.24 -1.29
2 C 1.33 -0.06 -0.34
3 C 0.65 0.26 0.84
4 N 0.47 1.46 1.47
5 H 0.09 -0.90 -1.77
6 H 1.88 -1.46 -1.95
7 H 0.52 -2.20 -0.87
8 H 2.19 0.58 -0.64
9 H 0.02 -0.46 1.39
10 H -0.57 1.56 1.63
11 H 0.83 2.23 0.95
12 O -2.93 0.43 0.46
13 H -3.38 -0.07 -0.33
14 H -2.07 -0.13 0.43


No. 7
Formula: C3H9NO
Source: the Open Molecules 2025 dataset
Level of theory: wB97M-V/def2-TZVPD

## Properties
**ΔE to the lowest compared entry with this formula, charge and spin**: 213.6 kJ/mol
**SMILES string**: NCCCO
**Maximum force**: 3.06 eV Å⁻¹
**E_HOMO**: -9.1 eV
**Total charge**: 0
**Multiplicity**: 1
**Gap between HOMO and LUMO**: 9.955 eV

Positions of all 14 atoms, in Å:
1 N 1.89 -0.68 -0.31
2 C 0.91 -0.03 0.79
3 C -0.15 0.83 0.02
4 C -1.25 -0.02 -0.63
5 O -1.66 -0.92 0.37
6 H 2.20 0.05 -1.02
7 H 1.40 -1.50 -0.79
8 H 0.48 -0.98 1.35
9 H 1.53 0.65 1.57
10 H 0.38 1.31 -0.83
11 H -0.60 1.56 0.78
12 H -2.15 0.60 -0.84
13 H -0.96 -0.55 -1.58
14 H -2.03 -0.32 1.12


No. 8
Formula: C3H9NO
Source: the Open Molecules 2025 dataset
Level of theory: wB97M-V/def2-TZVPD

## Properties
**ΔE to the lowest compared entry with this formula, charge and spin**: 199.9 kJ/mol
**SMILES string**: C/C=C/N.O
**Maximum force**: 3.96 eV Å⁻¹
**E_HOMO**: -7.7 eV
**Total charge**: 0
**Multiplicity**: 1
**Gap between HOMO and LUMO**: 8.777 eV

Positions of all 14 atoms, in Å:
1 C 1.46 0.09 0.65
2 C 0.29 -0.46 -0.02
3 C -0.11 0.25 -1.13
4 N -1.00 -0.37 -1.96
5 H 1.28 1.12 1.10
6 H 1.90 -0.53 1.55
7 H 2.32 0.12 -0.15
8 H -0.27 -1.29 0.40
9 H 0.29 1.19 -1.45
10 H -1.45 0.09 -2.67
11 H -1.27 -1.29 -1.70
12 O -1.38 0.59 2.06
13 H -0.47 0.17 2.16
14 H -1.59 0.31 1.17


No. 9
Formula: C3H9NO
Source: the Open Molecules 2025 dataset
Level of theory: wB97M-V/def2-TZVPD

## Properties
**ΔE to the lowest compared entry with this formula, charge and spin**: 321.2 kJ/mol
**SMILES string**: C=CCN.O
**Maximum force**: 2.98 eV Å⁻¹
**E_HOMO**: -8.6 eV
**Total charge**: 0
**Multiplicity**: 1
**Gap between HOMO and LUMO**: 9.227 eV

Positions of all 14 atoms, in Å:
1 C -1.31 1.20 0.14
2 C -0.86 1.10 -1.08
3 C -0.73 -0.24 -1.87
4 N -0.36 -1.37 -0.99
5 H -1.00 0.39 0.80
6 H -1.95 1.92 0.65
7 H -0.33 1.98 -1.49
8 H -0.11 -0.11 -2.73
9 H -1.82 -0.43 -2.08
10 H -1.04 -1.28 -0.17
11 H 0.66 -1.54 -0.84
12 O 3.02 -0.17 3.39
13 H 2.70 -0.99 3.84
14 H 3.14 -0.45 2.44


No. 10
Formula: C3H9NO
Source: the Open Molecules 2025 dataset
Level of theory: wB97M-V/def2-TZVPD

## Properties
**ΔE to the lowest compared entry with this formula, charge and spin**: 345.9 kJ/mol
**Maximum force**: 3.74 eV Å⁻¹
**E_HOMO**: -9.7 eV
**Total charge**: 0
**Multiplicity**: 1
**Gap between HOMO and LUMO**: 10.577 eV

Positions of all 14 atoms, in Å:
1 C -2.10 1.47 0.27
2 C -1.32 0.44 -0.51
3 C -0.03 0.44 -0.66
4 N 0.89 -0.78 -0.92
5 H -1.86 1.70 1.30
6 H -3.16 1.21 0.21
7 H -2.04 2.41 -0.30
8 H -1.96 -0.21 -1.09
9 H 0.51 1.33 -0.33
10 H 0.43 -1.16 -1.75
11 H 0.14 -0.87 -0.19
12 H 1.73 -1.32 0.63
13 H 1.77 -1.22 2.20
14 O 2.31 -1.23 1.40


No. 11
Formula: C3H9NO
Source: the Open Molecules 2025 dataset
Level of theory: wB97M-V/def2-TZVPD

## Properties
**ΔE to the lowest compared entry with this formula, charge and spin**: 369.4 kJ/mol
**Maximum force**: 2.75 eV Å⁻¹
**E_HOMO (alpha / beta)**: -12.3 / -12.3 eV
**Total charge**: +1
**Multiplicity**: 2
**Gap between HOMO and LUMO (alpha / beta)**: 5.294 / 2.753 eV

Positions of all 14 atoms, in Å:
1 C -2.48 -0.37 0.69
2 C -2.94 0.81 1.22
3 H -3.17 -1.15 0.36
4 H -1.44 -0.50 0.31
5 H -3.88 1.24 0.89
6 H -2.46 1.40 2.00
7 N 2.19 0.60 -1.21
8 C 1.89 -0.69 -0.75
9 O 2.06 -0.99 0.69
10 H 1.55 1.10 -1.79
11 H 3.10 1.00 -1.08
12 H 2.38 -1.48 -1.32
13 H 0.83 -0.89 -0.89
14 H 2.38 -0.09 0.87


No. 12
Formula: C3H9NO2
Source: the Open Molecules 2025 dataset
Level of theory: wB97M-V/def2-TZVPD

## Properties
**ΔE to the lowest compared entry with this formula, charge and spin**: 74.7 kJ/mol
**SMILES string**: CCC(N)=O.O
**Maximum force**: 1.79 eV Å⁻¹
**E_HOMO**: -9.5 eV
**Total charge**: 0
**Multiplicity**: 1
**Gap between HOMO and LUMO**: 10.195 eV

Positions of all 15 atoms, in Å:
1 C 0.55 -0.10 0.87
2 C -0.14 0.45 -0.42
3 C 0.38 -0.07 -1.76
4 N 1.71 -0.45 -1.76
5 O -0.31 -0.02 -2.74
6 H 1.03 -1.04 0.64
7 H -0.24 -0.24 1.61
8 H 1.26 0.65 1.23
9 H -1.14 0.01 -0.36
10 H -0.27 1.53 -0.40
11 H 2.29 0.12 -1.16
12 H 2.13 -0.79 -2.61
13 O -2.39 0.27 1.99
14 H -3.08 -0.37 2.17
15 H -1.77 0.05 2.70